# 1
Here is a molecular structure, C39H83BO11S from the OMol25 dataset. Energies are from the ωB97M-V functional and the def2-TZVPD basis.

```
135
Properties=species:S:1:pos:R:3:mulliken_charge:R:1
S 4.0022 -1.5198 -2.6384 1.424
O -3.6419 5.4174 1.8361 -0.217
O 6.8620 3.9536 2.5604 -0.370
O 3.2601 -2.8621 -3.0903 -0.632
O 4.3351 -1.9748 -1.1594 0.000
O 3.5306 -2.3991 1.4043 -0.522
O 3.0646 -0.4547 -2.5859 -0.713
O -8.8698 -1.4734 -2.0239 -0.296
O 5.4254 6.1680 3.8858 -0.381
O -11.7821 -1.8941 -1.7853 -0.377
O -5.2024 7.1025 3.6883 -0.379
O 5.1852 -1.3795 -3.4074 -0.685
C -0.7708 -4.0472 -1.6357 -0.612
C 2.6623 -3.3482 -1.8548 -1.470
C -3.5408 0.3475 -1.5040 0.634
C -4.2272 -2.8648 -0.6860 -0.368
C -2.3578 -2.1744 0.9778 -0.950
C -6.2564 7.0458 2.7450 -0.687
C -9.1487 -0.5644 -3.0742 -0.875
C 4.3838 1.1367 0.1681 -1.397
C 3.8529 -3.3534 -0.9023 1.706
C 5.9180 6.2048 2.5582 -0.674
C 4.9843 -4.3405 -1.2964 -0.796
C 6.2388 3.0816 3.4845 -0.576
C -11.6730 -2.7981 -2.8694 -0.696
C 7.5566 -0.8606 -0.8126 -0.843
C 8.0212 -2.1978 -0.2344 -1.940
C -10.8463 -2.1253 -0.7486 -0.640
C -5.0359 -1.5413 -0.6431 -0.369
C -2.0848 2.8652 -0.3333 -0.779
C -4.7158 -0.5940 -1.8159 -0.931
C -9.6264 -1.2337 -0.8504 -0.382
C 6.3825 -3.7354 -1.3669 -1.904
C 6.4384 -0.2222 -0.0313 -0.185
C -1.1944 -2.0560 -0.0100 -0.454
C 1.7482 -4.5330 -2.0210 -0.795
C 7.4837 -4.4157 0.8140 -1.804
C -3.4015 5.5206 3.2277 -0.536
C -3.4439 -3.1773 0.5935 -1.000
C 0.3956 -4.1276 -2.6352 -1.252
C -0.4632 -3.3933 -0.2712 1.468
C -2.5299 2.6619 -1.7954 -0.648
C -3.3374 6.5959 1.1127 -0.914
C 6.4403 6.1499 4.8723 -0.709
C -3.7720 1.7884 -1.9571 -1.036
C 6.9220 -3.2441 -0.0194 2.372
C 3.1020 -4.9131 1.2587 -1.310
C 5.6926 0.7705 -0.4818 1.043
C 6.0918 1.5743 -1.6921 -1.552
C -4.6558 5.8381 4.0149 -0.538
C 5.9654 4.8361 1.9116 -0.258
B 3.4917 -3.5208 0.6377 0.511
H 4.9591 4.4036 1.8774 0.241
H 3.0930 -5.7391 0.5489 0.423
H 0.5161 -3.1632 -3.1373 0.452
H 6.4438 -2.9554 -2.1232 0.573
H 2.1238 -4.8560 1.7463 0.357
H -2.7035 3.6399 -2.2493 0.400
H 5.8103 1.0789 -2.6277 0.261
H 0.1378 -4.8395 -3.4201 0.385
H -0.4719 -1.3609 0.4260 0.452
H 0.6056 -3.2140 -0.1449 -1.220
H -2.6144 -0.0058 -1.9672 0.122
H 8.4213 -0.1836 -0.8363 0.540
H 7.1710 1.7317 -1.7092 0.361
H -4.5986 2.2169 -1.3788 0.395
H 4.7451 -4.7719 -2.2726 0.435
H 3.2026 -2.5568 2.2998 0.242
H 8.5701 -4.4735 0.7261 0.452
H -3.6766 7.4919 1.6370 0.499
H 7.2372 -0.9795 -1.8521 0.415
H 5.2374 6.8353 1.9783 0.381
H -3.0219 4.5506 3.5632 0.358
H -5.4007 5.0487 3.8648 0.323
H 5.7657 2.2426 2.9619 0.150
H 1.5900 -4.9702 -1.0332 0.139
H 6.3158 4.9540 0.8818 0.381
H 5.4868 3.5953 4.0880 0.354
H -9.9227 -0.1807 -0.7937 0.347
H -11.3511 -1.9100 0.1978 0.386
H 2.2245 -5.3074 -2.6277 0.767
H -8.6247 0.3844 -2.9151 0.310
H -2.2594 6.6738 0.9332 0.297
H 6.9113 6.6661 2.5314 0.345
H -1.9304 -2.4863 1.9379 0.429
H 7.0707 -5.3757 0.4920 0.377
H -2.1631 3.9165 -0.0554 0.075
H -6.0380 6.3459 1.9354 0.277
H -4.3980 5.8610 5.0779 0.368
H 7.0489 -4.5329 -1.7171 0.636
H 3.6808 1.4116 -0.6230 0.516
H 3.8281 -5.1609 2.0418 0.412
H -2.7921 -1.1856 1.1488 0.397
H 8.7762 -2.6411 -0.8944 0.341
H -10.5399 -3.1771 -0.7363 0.331
H -0.7553 -4.0938 0.5170 0.554
H 8.5307 -2.0133 0.7182 0.466
H -4.8418 -1.0488 0.3134 0.500
H 5.9882 5.8005 5.7994 0.245
H -7.1947 6.7514 3.2278 0.316
H -4.0638 1.7947 -3.0124 0.406
H 6.1296 -2.7826 0.5776 -0.656
H -3.5664 -2.8680 -1.5570 0.067
H -4.4837 -1.2172 -2.6840 0.320
H 5.0083 -5.1688 -0.5834 0.350
H 3.9554 0.3016 0.7192 0.015
H -4.9277 -3.6913 -0.8300 0.411
H -10.2192 -0.3698 -3.1662 0.432
H -6.0954 -1.8057 -0.6635 -0.056
H -4.1669 -3.2250 1.4158 0.406
H -3.0000 -4.1756 0.5212 0.377
H -12.1558 -3.7519 -2.6300 0.316
H 2.0344 -2.5109 -1.5200 0.636
H 4.4814 2.0228 0.8051 0.162
H -5.6045 -0.0180 -2.0873 0.351
H 7.0116 2.6909 4.1451 0.260
H -8.9755 -1.4463 0.0036 0.363
H -1.0463 2.5708 -0.1783 0.274
H 5.5918 2.5439 -1.6704 0.427
H -1.2131 -5.0372 -1.5026 0.280
H -3.3577 0.3532 -0.4268 -0.207
H 6.8435 7.1557 5.0337 0.317
H -2.7029 2.3085 0.3733 0.238
H -6.3752 8.0445 2.3275 0.249
H -2.6302 6.2719 3.4291 0.363
H -8.7882 -1.0129 -3.9988 0.252
H -1.5475 -3.4508 -2.1204 0.142
H -1.5261 -1.6252 -0.9565 -0.153
H -10.6309 -2.9843 -3.1381 0.292
H 7.2348 -4.3095 1.8718 0.355
H -1.7105 2.2122 -2.3641 0.341
H -12.1839 -2.3504 -3.7205 0.247
H -3.8487 6.5312 0.1531 0.221
H 7.2572 5.4783 4.5996 0.313
H 6.2196 -0.6157 0.9590 0.619
```

Summary:
Spin multiplicity: 1
Largest force on an atom in Eh/bohr: 0.018
HOMO level in eV: -8.12
Kohn-Sham gap in eV: 8.289
E_LUMO in eV: 0.1708


# 2
Here is 7 unconnected molecules or ions with the total composition C39H83N4O9 in a non-equilibrium geometry from the OMol25 dataset. Energies are from the ωB97M-V functional and the def2-TZVPD basis.

```
135
Properties=species:S:1:pos:R:3:mulliken_charge:R:1
O 1.4355 0.6559 4.6250 -0.685
O 3.2332 1.8251 4.9808 -0.810
O -2.2775 5.2736 -0.0027 -0.683
O -1.3642 0.7125 -0.5761 -0.457
O -2.0004 3.2215 0.5338 -0.419
O 0.5104 -0.6131 -0.6926 0.216
O -3.5217 4.5869 1.5839 -0.736
O 0.0999 0.6336 1.0955 0.547
O 2.2102 1.9747 3.0258 -0.486
N 2.1886 2.4454 -3.9192 0.337
N 3.5979 -1.5434 1.5892 0.561
N -3.1542 -2.1352 -2.7537 0.071
N -2.6917 0.8968 4.2883 0.329
C -5.0019 -0.6356 -3.3548 -0.811
C -2.1927 -1.2182 -3.6272 0.116
C 0.1452 3.4161 -2.5730 0.276
C 3.1173 2.8044 -5.1441 -1.009
C 4.3543 -2.6163 0.7264 -0.848
C 4.9592 0.3869 0.7198 -1.103
C -3.6767 -3.3070 -3.5998 -0.983
C -4.4661 2.8545 5.7285 -0.878
C 0.9879 3.4344 -3.8997 -1.076
C -2.4946 -1.4431 3.0259 0.573
C 3.5656 -0.1504 0.8148 2.174
C 2.0093 -1.4217 -3.8111 -1.535
C 2.3231 1.4375 4.2073 0.684
C 5.7069 -0.7996 2.8530 -0.683
C 4.3207 -1.5198 2.9932 -0.431
C -2.9854 3.0451 5.7706 -0.454
C -2.4063 -2.6502 -1.4696 -0.032
C 4.0887 -4.0116 -1.5133 -1.688
C -2.0430 -0.4859 4.2454 -0.834
C -1.8494 -2.8268 3.1550 -1.296
C 3.4779 -3.0897 -0.4984 0.580
C -2.1888 1.6580 3.0817 -0.955
C 3.0479 2.6931 -2.5904 -1.569
C -2.1966 1.7214 5.5330 -0.762
C 1.0660 3.7035 -1.3612 -1.070
C 2.0822 -1.9374 1.9085 -0.319
C 2.6001 -0.0746 -4.0422 -0.242
C -4.9305 2.1562 4.5048 -0.708
C 1.5426 1.0043 -4.0142 0.337
C -0.2329 0.2206 -0.0581 -0.170
C -1.1815 -3.5270 -1.7187 0.556
C -2.9766 -0.7498 -4.8286 -0.694
C 2.2036 2.6480 -1.3209 1.558
C -4.1556 0.0744 -4.4517 -0.599
C -1.0575 -4.7205 -0.8866 -1.587
C -2.6860 4.3572 0.6643 0.555
C -4.2662 -1.2411 -2.1915 -0.122
C 5.5710 0.5211 2.1358 -0.798
C -4.2590 0.7964 4.3410 -0.759
H -2.7937 3.3622 6.7957 0.400
H -2.3637 1.1156 6.4236 0.479
H 4.4392 -2.4741 3.5065 0.472
H -3.3543 -1.5628 -5.4485 0.319
H -5.6500 -1.3522 -3.8595 0.305
H -2.8859 3.7846 4.9761 0.274
H -1.9504 -3.3753 4.0916 0.437
H -1.5346 1.2913 0.1706 -0.235
H -4.7456 0.2914 -5.3421 0.377
H 1.4177 1.5290 2.7178 0.067
H -2.7570 -3.6422 -4.0792 0.391
H -2.3868 -3.4964 2.4836 0.388
H -3.9526 -0.4376 -1.5250 -0.007
H 2.8365 -2.1056 -3.6212 0.355
H -4.4140 -3.0580 -4.3630 0.488
H 3.0985 -0.2317 -0.1667 -0.688
H 2.5895 2.5699 -6.0685 0.349
H 4.5170 -3.4988 1.3451 0.427
H 3.4045 0.1528 -3.3427 0.233
H 3.5039 3.6830 -2.6100 0.490
H 2.9304 2.8714 -0.5399 0.730
H 1.3124 -1.5072 -2.9773 0.053
H 6.5373 0.9987 1.9734 0.468
H 6.5307 -1.4104 2.4837 0.305
H -1.3010 -1.7903 -3.8838 0.337
H 2.9784 -0.2224 -5.0537 0.382
H 1.5037 -1.1720 2.4258 -0.116
H 2.9300 0.4133 1.4976 -1.205
H 1.5658 -2.1113 0.9645 -0.142
H -0.9654 -0.3223 4.2354 0.215
H 4.7968 -3.4643 -2.1355 0.356
H -2.4904 1.0919 2.2004 0.088
H 5.3343 -2.2564 0.4131 0.433
H -0.4095 -5.5314 -1.2189 0.335
H -1.1120 1.5599 3.2194 0.385
H -5.0000 3.7935 5.8750 0.370
H 0.7729 0.8400 -4.7684 0.604
H -0.7100 -4.5181 0.1265 0.262
H -1.7581 -0.4925 -2.9398 -0.209
H 1.4672 4.4129 -3.9300 0.500
H -0.6239 4.1833 -2.6609 0.838
H 2.1310 -2.8278 2.5354 0.438
H -1.4921 3.7370 -0.0967 -0.144
H 4.7676 1.2536 0.0872 0.455
H -1.0764 -3.7201 -2.7863 0.450
H -4.8300 2.8829 3.6986 0.264
H 3.9145 2.0359 -2.5186 0.474
H 2.5532 -3.5341 -0.1303 0.294
H 3.7394 -0.8531 3.6300 0.229
H 1.5400 -1.7653 -4.7330 0.565
H 1.5084 4.6937 -1.2520 0.472
H 0.3747 3.5629 -0.5303 0.085
H -0.3420 2.4633 -2.3655 -0.394
H 1.9084 1.6158 -1.1321 -1.154
H -3.5834 -1.4431 3.0763 0.406
H -1.1244 1.7275 5.3369 0.491
H -6.0004 1.9586 4.4381 0.476
H 3.9326 2.0855 -5.0635 0.403
H -0.7903 -2.9342 2.9207 0.115
H -3.1578 -3.1864 -0.8900 0.802
H -2.2529 -0.1558 -5.3867 0.370
H -4.4873 0.1016 5.1493 0.461
H 5.9883 -0.4999 3.8625 0.467
H -4.6497 0.2956 3.4551 0.482
H 0.9264 0.9399 -3.1174 -0.650
H -2.0922 -1.8466 -0.8035 -0.708
H -2.4542 2.7123 3.0037 0.311
H 3.3600 -2.1734 -1.0767 -0.344
H 3.3901 3.8587 -5.0987 0.380
H -4.9174 -1.8617 -1.5759 0.554
H -4.0625 -4.0040 -2.8558 0.286
H -2.0529 -5.1496 -0.7721 0.447
H 4.5329 -4.8844 -1.0347 0.404
H 3.3030 -4.3663 -2.1804 0.396
H -5.6215 0.1097 -2.8560 0.463
H -0.4260 -2.7909 -1.4440 -0.459
H -4.6588 2.2422 6.6095 0.352
H -3.7251 0.9856 -4.0364 0.291
H 0.3632 3.2363 -4.7706 0.443
H -2.3541 -0.9368 5.1878 0.512
H 5.0567 1.2783 2.7277 0.234
H -2.1504 -0.9349 2.1251 -0.329
H 5.5146 -0.2604 0.0410 0.420
```

Summary:
Spin multiplicity: 1
Largest force on an atom in Eh/bohr: 0.146
HOMO level in eV: -8.27
Charge: +1
Kohn-Sham gap in eV: 5.946
E_LUMO in eV: -2.3233
Energy above the lowest of the compared OMol25 structures with the same formula, charge and spin in kcal per mole: 91.9